# 1
Formula: C11H19HgO9S
Source: the Open Molecules 2025 dataset
Level of theory: ωB97M-V with the def2-TZVPD basis set

**Spin multiplicity**: 2
**Expectation value of S²**: 1.68
**Net charge**: +2
**Calculated total energy**: -45124.9351 eV

Geometry as XYZ:
```
41
Properties=species:S:1:pos:R:3:forces:R:3
Hg 10.239250 -23.956060 25.207400 -0.33 -0.21 0.06
C 13.350850 -22.961580 26.944840 -0.84 -0.32 -0.30
O 12.315310 -23.251590 25.982940 2.06 0.45 1.07
H 12.939820 -22.391580 27.778060 -0.29 0.07 0.04
H 13.962610 -23.784750 27.313940 -0.62 -0.51 -0.28
H 14.066340 -22.284440 26.478290 -0.25 0.35 -0.56
C 15.973020 -26.067640 28.685070 0.71 -0.76 3.90
C 15.116700 -26.416340 27.557060 -0.22 -0.90 -1.57
O 15.618010 -27.689610 27.053110 -0.67 0.26 0.29
S 16.445420 -28.569590 28.238070 0.92 1.00 -3.54
O 17.566350 -29.240710 27.609120 -1.63 1.77 1.29
O 15.494590 -29.369140 28.911510 -0.13 0.73 0.98
O 16.892570 -27.145160 28.877360 1.95 -1.56 -0.05
H 15.607190 -26.153240 29.708270 -1.52 1.06 -0.24
H 16.431470 -25.082360 28.600580 0.76 -0.45 -0.17
H 15.301060 -25.601890 26.856490 -0.09 -0.62 -0.97
H 14.049220 -26.397790 27.776680 -0.05 -0.60 0.11
O 18.334780 -20.253500 24.517220 0.05 -0.16 0.35
C 17.141000 -19.946390 24.653130 -1.40 2.46 -2.02
O 16.565560 -19.049160 23.866780 3.43 -0.63 -0.22
C 15.213670 -18.963740 24.144440 -3.94 0.62 -1.43
C 14.795410 -20.167610 24.873580 0.67 -0.72 -1.60
C 16.113190 -20.379210 25.562840 -1.90 -2.85 4.35
H 14.643660 -19.062020 23.220580 0.46 1.24 -0.44
H 14.878920 -18.125510 24.755530 0.83 0.66 -0.45
H 14.711600 -21.034180 24.217740 -0.71 0.13 -0.30
H 13.843000 -19.861090 25.306060 0.34 -0.74 1.10
H 16.105370 -21.416830 25.896570 1.11 0.10 0.21
H 16.013130 -19.748630 26.446270 1.19 0.25 0.34
O 11.296580 -17.825090 24.788190 0.24 -1.29 2.84
C 11.379490 -18.491760 25.819360 0.86 1.01 -3.68
O 12.331120 -18.268960 26.769020 -0.03 1.25 -1.29
C 12.261950 -19.154210 27.865460 -1.67 0.09 -0.77
C 10.907420 -19.890260 27.597150 0.18 -0.23 0.80
C 10.715380 -19.816080 26.061390 0.02 -0.61 1.49
H 12.271290 -18.516310 28.749250 0.13 -0.54 0.21
H 13.128920 -19.808100 27.771130 0.04 -0.21 0.48
H 10.064410 -19.364520 28.045510 0.22 0.18 0.22
H 10.982870 -20.837660 28.130850 -0.40 -0.41 -0.51
H 9.708860 -19.906350 25.652910 -0.08 0.50 0.44
H 11.253390 -20.618460 25.556570 0.58 0.14 -0.19
```
Positions in Å, forces in eV/Å.

Mulliken population analysis, charges in e, atoms 1 to 8: 1.01 0.49 -0.32 0.23 -0.12 -0.35 -0.27 0.00

# 2
Formula: C3H11NO4
Source: the Open Molecules 2025 dataset
Level of theory: ωB97M-V with the def2-TZVPD basis set

**Net charge**: 0
**Energy above the lowest of the compared OMol25 structures with the same formula, charge and spin**: 9.805 eV

Geometry as XYZ:
```
19
Properties=species:S:1:pos:R:3:forces:R:3
C -0.754726 0.288655 1.433768 0.76 -0.87 -0.61
N -1.466263 0.456873 0.124585 3.15 -0.06 -1.07
C -0.698147 1.021978 -1.014069 -4.00 0.25 1.43
C 0.715968 0.416961 -1.315487 4.61 0.10 1.23
O 1.607530 1.410638 -0.870729 -2.52 -2.29 -0.86
O -0.470468 -1.022216 1.713063 -0.95 0.01 -0.30
H -1.303332 0.745602 2.257239 -0.05 0.22 -0.01
H 0.308189 0.698174 1.382712 -0.94 0.70 -0.33
H -1.334234 0.762633 -1.834990 -0.16 -0.26 -1.03
H -0.621177 2.099392 -1.011340 0.26 0.06 0.51
H 0.791682 -0.550196 -0.701218 -0.34 1.10 -0.65
H 0.983593 0.191501 -2.367288 -1.20 0.34 0.14
H 1.929280 0.731450 0.334790 1.92 -0.64 0.86
H -1.405028 -2.925433 -0.827191 0.49 1.03 0.55
H -1.874286 -0.462533 -0.206903 0.57 0.17 0.48
O -1.164525 -2.068527 -0.402019 -0.25 -0.34 -0.17
H -0.512997 -1.628562 0.854713 -0.36 0.01 0.00
H 3.085074 -0.332740 1.275657 -2.71 1.95 -1.02
O 2.183873 0.166346 1.174705 1.70 -1.46 0.86
```
Positions in Å, forces in eV/Å.

Mulliken population analysis, charges in e, atoms 1 to 8: -0.09 -0.21 -0.50 -0.18 -0.57 -0.44 0.30 0.25

# 3
Formula: C3H10N2O
Source: the Open Molecules 2025 dataset
Level of theory: ωB97M-V with the def2-TZVPD basis set

**Spin multiplicity**: 2
**Expectation value of S²**: 0.76
**Net charge**: +1
**Energy above the lowest of the compared OMol25 structures with the same formula, charge and spin**: 0.000 eV

Geometry as XYZ:
```
16
Properties=species:S:1:pos:R:3:forces:R:3
C -0.354010 1.108793 1.483222 0.29 0.34 -0.33
C -0.647629 -0.051469 0.603214 -0.89 -0.23 0.16
C 0.366664 -0.922633 0.208495 0.90 0.15 -0.10
N 0.273489 -1.981066 -0.579418 -0.82 0.24 -0.25
N -1.933820 -0.250839 0.248285 0.61 0.05 -0.74
H -1.259129 1.509210 1.914917 -0.25 -0.09 0.25
H 0.077136 1.931507 0.902221 0.21 -0.12 0.07
H 0.337597 0.818643 2.273096 0.01 0.13 -0.02
H 1.378282 -0.665777 0.474548 0.10 0.05 0.37
H 1.098616 -2.385828 -0.996953 -0.05 -0.11 0.10
H -0.620003 -2.200546 -0.998721 0.29 -0.38 -0.11
H -2.498646 0.573584 0.080657 -0.21 -0.11 0.50
H -2.143477 -1.002583 -0.393180 -0.20 0.05 0.07
H 1.185859 1.256301 -1.812696 0.08 0.13 0.03
H 2.636096 1.053311 -1.308583 -0.10 0.18 -0.17
O 2.102974 1.209392 -2.099097 0.03 -0.29 0.15
```
Positions in Å, forces in eV/Å.

Mulliken population analysis, charges in e, atoms 1 to 8: -1.25 0.66 -0.06 -0.33 -0.41 0.40 0.32 0.35

# 4
Formula: C4H7N2O
Source: the Open Molecules 2025 dataset
Level of theory: ωB97M-V with the def2-TZVPD basis set

**Net charge**: -1
**Energy above the lowest of the compared OMol25 structures with the same formula, charge and spin**: 1.652 eV

Geometry as XYZ:
```
14
Properties=species:S:1:pos:R:3:forces:R:3
C -0.884626 0.549078 0.186964 -0.16 2.08 0.03
C 0.495946 0.402062 0.020190 -1.67 2.17 0.05
C -1.859052 -0.573681 0.446188 2.54 -0.61 0.00
C 2.616153 -0.193240 -0.421370 -0.02 -2.09 0.46
N 1.261492 -0.587330 -0.165975 0.26 -1.67 -0.41
N -2.892018 -0.331273 -0.491990 -1.56 0.36 -0.63
O -3.862528 0.241325 0.029728 0.95 -0.57 -0.63
H -1.198043 1.673879 0.135174 0.02 -2.44 0.43
H 0.995500 1.388951 0.063731 -0.10 0.26 -0.17
H -1.247536 -1.548322 0.307309 -1.28 1.42 -0.19
H -2.301764 -0.524712 1.407490 -0.41 -0.19 1.35
H 2.775568 0.443770 -1.268075 -0.15 1.05 -0.51
H 3.054778 0.204266 0.501970 0.60 0.04 -0.24
H 3.046126 -1.144775 -0.751328 0.98 0.19 0.45
```
Positions in Å, forces in eV/Å.

Mulliken population analysis, charges in e, atoms 1 to 8: -0.47 -0.40 0.11 -0.86 -0.61 -0.17 -0.42 0.14

# 5
Formula: C25H31CoN4O4S2
Source: the Open Molecules 2025 dataset
Level of theory: ωB97M-V with the def2-TZVPD basis set

**Spin multiplicity**: 2
**Expectation value of S²**: 1.02
**Net charge**: -1
**Energy above the lowest of the compared OMol25 structures with the same formula, charge and spin**: 1.480 eV

Geometry as XYZ:
```
67
Properties=species:S:1:pos:R:3:forces:R:3
Co -1.005046 0.661892 0.724141 0.25 0.17 -0.02
C -4.114111 -0.337171 0.501830 -0.01 -0.01 0.02
C -2.922835 -0.922759 -0.182822 0.06 0.03 0.05
N -2.244367 -0.204790 -1.009602 -0.01 -0.02 -0.20
N -1.440296 -0.891342 -1.916260 0.04 -0.05 0.03
C -0.173640 -0.760338 -1.846497 -0.08 -0.06 -0.01
S 0.728532 0.040583 -0.610780 0.03 -0.01 -0.01
S 0.725576 -1.455801 -3.235763 0.09 0.00 -0.02
C 1.220950 -3.084603 -2.580413 -0.06 -0.01 -0.05
C 2.195552 -3.064561 -1.439921 0.01 0.07 -0.01
C 3.532244 -2.738304 -1.649923 0.01 0.03 0.00
C 4.421203 -2.686364 -0.588640 -0.01 -0.01 -0.01
C 3.980687 -2.964247 0.700366 0.01 -0.01 0.01
C 2.651067 -3.294499 0.914497 0.03 0.02 0.00
C 1.763983 -3.344385 -0.150891 -0.01 0.03 0.00
C -2.533522 -2.299738 0.206914 0.00 -0.03 0.06
C -3.135221 -3.453442 -0.261639 0.00 0.03 -0.03
C -2.773019 -4.703158 0.229589 0.02 -0.01 0.01
C -1.811945 -4.765561 1.234954 0.00 -0.01 -0.02
C -1.210241 -3.621046 1.726629 -0.02 0.02 -0.02
C -1.529254 -2.337549 1.221251 -0.01 -0.02 -0.01
O -0.958544 -1.263297 1.659923 -0.16 -0.04 0.17
H -4.285410 0.689153 0.192551 0.00 0.00 0.01
H -3.998095 -0.363670 1.585182 -0.01 -0.02 -0.02
H -4.971938 -0.967743 0.242501 0.00 0.00 -0.03
H 1.665548 -3.570842 -3.451801 -0.03 -0.03 0.01
H 0.318264 -3.632116 -2.309042 -0.01 0.02 0.01
H 3.867740 -2.498604 -2.653378 0.00 0.00 0.01
H 5.457766 -2.423758 -0.763880 0.00 0.00 0.00
H 4.672481 -2.918605 1.533159 0.00 0.00 -0.01
H 2.292194 -3.496209 1.915631 -0.01 -0.01 0.02
H 0.720007 -3.570047 0.028185 -0.02 -0.01 0.00
H -3.895506 -3.373619 -1.032172 0.01 0.00 0.00
H -3.237100 -5.603026 -0.153004 0.00 0.00 0.00
H -1.525321 -5.729709 1.642735 0.00 0.01 0.00
H -0.467332 -3.677888 2.514065 0.02 0.00 0.01
N 0.362854 0.961382 2.255060 -0.03 -0.11 -0.18
C -0.243215 1.140236 3.581126 -0.03 -0.01 0.05
C -1.224890 2.301752 3.590182 0.02 -0.08 -0.01
C -2.534643 1.965156 2.864691 0.09 0.11 -0.04
O -3.594568 2.133621 3.459203 0.00 0.04 -0.04
O -2.426860 1.556796 1.653567 -0.15 -0.17 0.20
H 0.750753 0.022899 2.176705 0.03 0.02 0.01
H 1.102086 1.632745 2.083484 0.00 0.02 0.03
H 0.527854 1.283168 4.345824 0.02 0.02 0.00
H -0.767514 0.211149 3.809041 0.01 -0.01 -0.03
H -0.767331 3.168223 3.098889 -0.02 0.02 0.01
H -1.468101 2.582727 4.613792 0.00 0.00 0.01
O -1.032468 2.662026 -0.557303 -0.03 -0.01 -0.01
C -0.390942 3.665990 -0.748695 0.03 0.03 -0.04
C 0.733910 4.135815 0.136210 -0.02 0.02 0.01
C 2.027063 3.553904 -0.473095 -0.01 -0.03 0.00
C 2.252564 3.796897 -1.978565 -0.01 -0.02 0.00
C 1.335472 2.990403 -2.919213 -0.02 0.01 0.00
C -0.079349 3.576541 -3.107998 0.00 -0.01 -0.02
N -0.490135 4.378378 -1.945535 -0.03 0.03 0.04
H 0.588324 3.776376 1.153907 -0.01 0.00 0.01
H 0.772699 5.229294 0.152230 0.02 0.00 0.01
H 2.013550 2.471433 -0.319984 0.02 0.01 0.01
H 2.877938 3.951368 0.085464 0.00 0.02 -0.01
H 3.280985 3.495156 -2.189658 0.00 0.00 0.00
H 2.208357 4.870311 -2.206965 0.00 0.00 0.00
H 1.256190 1.976113 -2.520640 0.00 0.01 0.01
H 1.811141 2.906671 -3.899660 0.00 -0.01 0.01
H -0.807618 2.780268 -3.251784 0.00 0.00 0.00
H -0.123223 4.231753 -3.978991 0.00 0.01 0.00
H 0.068067 5.218615 -1.898968 0.02 0.00 -0.01
```
Positions in Å, forces in eV/Å.

Mulliken population analysis, charges in e, atoms 1 to 8: 1.39 -1.58 1.02 -0.41 -0.66 0.36 -0.52 -0.22